(1)
{
  "formula": "C17H50BF4NO9",
  "method": "ωB97M-V with the def2-TZVPD basis set",
  "energy_ev": -49903.377,
  "molar_mass_g_mol": 499.39,
  "lumo_energy_ev": 4.489,
  "homo_ev": 1.20,
  "total_charge": -2,
  "gap_ev": 3.292,
  "species": ["H", "H", "H", "H", "C", "H", "H", "H", "C", "H", "H", "H", "C", "H", "C", "H", "C", "H", "H", "C", "H", "H", "H", "H", "F", "H", "H", "H", "C", "O", "C", "H", "C", "F", "C", "H", "C", "O", "F", "H", "O", "C", "H", "C", "N", "H", "B", "H", "H", "H", "H", "H", "H", "H", "C", "H", "C", "H", "C", "O", "H", "H", "H", "O", "H", "H", "H", "H", "O", "O", "O", "O", "C", "H", "H", "H", "H", "H", "H", "F", "H", "H"],
  "xyz": [[1.084, -3.079, 4.227], [-1.992, 0.993, -5.326], [-2.396, -1.375, -2.662], [-1.599, 1.326, 4.647], [0.084, 0.713, 3.367], [-1.317, -1.625, 6.695], [0.386, -2.157, -0.747], [-2.345, -1.494, 5.238], [-2.621, 1.271, 0.151], [1.929, -1.041, 5.274], [0.983, -2.053, -3.430], [0.874, 4.258, -2.164], [1.021, -0.727, 5.790], [1.123, 2.329, 4.430], [1.168, 1.241, 4.385], [-1.953, -1.344, -5.573], [-2.651, -0.616, -5.986], [-3.560, -2.612, -2.940], [-4.025, -1.333, -1.829], [1.907, -3.676, -3.401], [0.530, 3.367, -5.753], [-2.434, -3.477, -1.434], [1.517, -1.765, 1.302], [0.320, 3.820, -0.462], [0.446, 0.006, -1.340], [-1.768, -0.148, 5.912], [0.091, 1.154, 6.256], [-2.477, 1.770, -0.807], [4.241, 0.514, -2.413], [-1.271, -1.216, 2.750], [1.071, -2.688, 0.929], [-1.044, 2.644, 3.668], [-3.186, -1.940, -2.168], [-1.009, 1.132, -2.603], [0.150, -2.895, 4.756], [0.507, -3.276, 5.713], [0.637, 1.062, 1.999], [-2.468, -2.586, -1.078], [0.498, -0.276, -3.575], [-2.296, 1.915, 0.969], [-0.019, -2.362, 0.099], [1.023, 0.793, 5.821], [4.068, 1.586, -2.507], [-0.428, 2.975, -5.413], [-0.184, -0.757, 3.479], [1.307, -4.269, -4.091], [0.207, 0.597, -2.504], [1.092, -1.249, 6.745], [-0.638, -3.523, 4.341], [0.335, 5.444, -1.048], [0.009, 0.669, 1.199], [-3.661, -1.026, -6.012], [1.877, 1.160, 6.390], [0.751, -3.291, 1.779], [-0.157, -1.335, 4.881], [-3.694, 1.078, 0.124], [-1.422, -1.162, 5.714], [2.616, -3.010, -3.893], [-1.201, 1.565, 3.661], [2.273, 4.584, -0.620], [5.249, 0.121, -2.280], [2.198, 0.985, 4.135], [-0.067, 1.032, -4.842], [1.062, -2.766, -2.793], [-1.252, 3.406, -5.981], [2.552, 0.168, -1.531], [3.844, 0.009, -3.293], [2.700, 3.853, -1.073], [3.478, 0.023, -1.322], [-2.798, 0.493, -5.184], [-1.794, 0.090, 0.006], [-0.383, 1.518, -5.607], [0.881, 4.502, -1.101], [1.651, 0.718, 1.794], [-2.058, 1.341, 3.025], [-1.066, 0.495, -0.471], [1.848, -3.224, 0.384], [-2.236, -0.369, -6.963], [2.437, -4.172, -2.588], [1.058, 1.656, -2.693], [0.731, 2.141, 1.878], [-0.340, 3.397, -4.411]],
  "atomic_forces_ev_per_a": [[-0.1726, 0.4526, -0.9055], [0.4742, 0.5101, 0.3651], [-0.5373, 0.7677, -0.1706], [0.2495, -0.0236, 0.2073], [-0.2447, 0.2740, 1.1746], [-0.0006, -0.3204, 0.0909], [-0.3419, 0.1218, -0.2856], [0.2811, -0.8322, -0.3809], [0.7434, -0.6955, -1.5005], [0.3616, 0.0507, -0.1751], [-0.5719, 0.5771, 0.4856], [-0.1086, -0.5614, 0.1842], [-0.2725, -0.7941, -1.6442], [-0.0234, 0.2614, -0.5564], [-0.4069, 0.0381, 0.2964], [0.0036, -0.3423, 0.3081], [-0.3016, -0.6618, -0.0013], [-0.1781, -0.5379, 0.1400], [0.2932, 0.1644, 0.2011], [0.5318, 0.9565, 0.2814], [0.0192, 0.0550, -0.9434], [0.5372, -0.3492, 0.6703], [0.1425, 0.0055, 0.3961], [0.0686, -0.3882, -0.4072], [0.8428, -1.1996, 1.8013], [0.8160, 0.4764, 0.0952], [-0.0055, 0.1801, 0.1834], [-0.0772, 0.8567, 0.0220], [-1.3161, -1.1988, 0.2086], [0.0372, 0.4432, 0.7424], [-0.0636, 0.5532, 0.1031], [0.3168, 0.1869, -0.2613], [1.4139, 0.2632, 0.2799], [-2.7969, 0.3319, -0.3363], [0.6773, 0.9767, 0.3412], [-0.7537, -0.0936, 0.7635], [-0.1472, -0.0021, -0.8585], [-1.7213, -0.3228, -1.3024], [-0.2103, -0.8299, -1.1432], [-0.2426, -0.0666, 0.2047], [0.3618, -0.7710, 0.0620], [-0.4863, -1.0932, -0.0311], [0.7565, 0.1549, -0.1776], [1.6130, -0.7610, -0.1222], [1.5178, -0.0600, 1.2377], [0.6048, -0.7099, -0.1159], [0.7189, 0.4915, -1.0375], [-0.4909, 0.1545, 0.3218], [-0.0777, 0.3613, 0.0101], [0.6169, 0.4638, 0.3852], [-0.1025, -0.0775, 0.2610], [0.1707, -0.5746, -0.6193], [-0.0207, 0.1554, 0.2811], [-0.2108, 0.1444, -0.0314], [0.7782, -0.0362, 0.0049], [0.0040, -0.5092, 0.7409], [-1.3639, 0.2565, 0.0362], [0.7030, -0.8366, -0.7578], [-0.3866, -0.4276, 0.2305], [-1.4696, 0.4226, -0.6442], [0.2158, 0.7509, 0.0746], [-0.0207, -0.2004, -0.6598], [0.3709, 0.0891, 0.6556], [-1.1640, 0.6309, 0.6537], [0.0209, -0.2474, 0.1458], [-0.3717, -0.0221, 0.2064], [0.1545, 0.2746, -0.5889], [0.1252, -0.1672, 0.1593], [0.5237, 0.0346, 0.3336], [-0.4581, 0.8142, 0.4009], [-1.4829, 1.4156, 0.4734], [-0.5704, 1.8853, -0.3652], [0.7138, 0.1561, 0.3469], [0.0754, -0.5032, 0.3865], [0.3881, -0.2316, -0.4096], [0.2414, -0.8860, 0.0700], [0.2582, -0.3398, -0.1946], [-0.3558, 0.0334, -0.4631], [-0.0899, -0.7352, -0.4055], [2.1975, 1.7714, -0.1939], [-0.2989, 0.3704, 0.0875], [-1.0248, -0.9247, 0.5781]]
}

(2)
{
  "formula": "C17H50GaN6O2P2S",
  "method": "ωB97M-V with the def2-TZVPD basis set",
  "energy_ev": -113255.670,
  "molar_mass_g_mol": 534.37,
  "lumo_energy_ev": 0.895,
  "homo_ev": -4.36,
  "total_charge": -1,
  "gap_ev": 5.256,
  "species": ["H", "C", "C", "N", "H", "C", "C", "H", "N", "H", "H", "H", "H", "H", "H", "H", "H", "H", "C", "H", "H", "H", "H", "N", "H", "C", "H", "H", "C", "H", "H", "H", "H", "S", "N", "C", "H", "C", "H", "H", "H", "O", "H", "H", "C", "O", "H", "C", "H", "H", "N", "C", "H", "C", "H", "P", "H", "N", "H", "H", "H", "C", "Ga", "P", "H", "H", "H", "H", "H", "C", "H", "H", "H", "C", "C", "H", "H", "H", "H"],
  "xyz": [[-2.910, -5.435, -2.546], [3.658, 2.061, -3.650], [-3.566, 3.646, 2.919], [-1.621, -5.532, -0.875], [1.262, 3.212, -1.054], [-5.790, 2.348, 1.905], [-4.208, -4.274, -0.172], [-2.441, -1.718, -1.330], [4.798, 2.395, -2.808], [0.427, 2.389, 1.362], [-3.944, 1.290, 2.839], [4.412, 4.936, -2.626], [-2.371, 3.280, 0.078], [-5.004, 2.282, 4.047], [-0.995, 0.457, 0.806], [-0.085, -5.126, 3.147], [-2.313, -7.291, 0.044], [-4.259, 4.544, 2.589], [2.325, 3.479, -1.008], [-3.058, -4.274, 2.571], [-4.153, -2.068, -1.415], [3.108, 2.975, -3.913], [-5.044, -3.948, -0.802], [3.162, 2.290, -0.986], [2.491, 4.071, -1.909], [-1.847, -5.533, -2.315], [-4.523, -4.079, 0.856], [5.536, 5.942, -1.757], [-3.163, -2.532, -1.468], [-4.133, -5.353, -0.327], [-0.993, -7.556, -1.094], [2.970, 1.356, -3.180], [-3.206, -5.797, 1.647], [-6.791, 0.746, 2.190], [-1.340, -4.820, 1.453], [2.584, 1.361, 0.001], [-0.003, 2.448, 3.207], [-0.901, 0.643, 1.981], [2.476, 4.102, -0.121], [-3.150, 3.827, 3.999], [-0.647, -3.457, 2.950], [4.965, 2.268, 0.514], [-0.082, -0.079, 2.408], [7.026, 5.190, -0.372], [6.035, 2.549, -3.563], [-1.164, -2.618, 0.666], [-6.443, 3.265, 2.226], [-0.318, -4.353, 2.407], [1.554, 1.097, -0.261], [-3.022, -2.926, -2.478], [5.447, 3.931, -1.065], [6.837, 4.161, -0.697], [-0.631, -6.876, 0.457], [-4.510, 2.307, 2.962], [-1.496, -6.445, -2.809], [-1.377, -3.974, -0.051], [-1.307, -4.701, -2.786], [-2.974, -3.576, -0.471], [4.045, 5.493, -0.974], [-2.270, -5.769, 3.097], [7.137, 3.521, 0.141], [-0.468, 2.242, 2.138], [-1.976, 3.564, 1.602], [4.888, 2.327, -1.031], [0.618, -4.117, 1.892], [3.954, 1.583, -4.586], [6.281, 3.604, -3.703], [-1.950, 0.490, 2.475], [-1.290, 5.043, 1.628], [-2.528, -5.163, 2.220], [3.150, 0.424, 0.034], [2.575, 1.792, 1.010], [7.504, 3.938, -1.534], [4.830, 5.112, -1.632], [-1.376, -6.865, -0.339], [-5.452, 2.388, 0.776], [5.995, 2.097, -4.560], [-5.827, -0.272, 2.062], [6.867, 2.062, -3.038]],
  "atomic_forces_ev_per_a": [[-0.0936, 0.0746, -0.0008], [-0.3703, -0.7956, -0.0918], [-1.2298, -0.4276, 0.2705], [1.9801, 0.3562, -0.5802], [0.2264, -0.2159, 0.2117], [1.7532, -0.0820, 0.5909], [0.0339, -0.5285, -0.1770], [-0.0246, -0.1692, 0.0807], [0.8500, -1.9250, 0.1947], [-1.7898, -0.1454, 1.7254], [-0.9188, 1.9787, 0.0586], [-0.2003, -0.0458, -0.0370], [-0.2810, -0.2255, -0.1982], [0.7946, -0.2546, -2.2788], [0.0473, 0.1283, 2.6005], [-0.2133, -0.1767, -0.1477], [0.0943, 0.1455, 0.0542], [1.2658, -1.5638, 0.9174], [0.0498, 0.1113, -0.6910], [-0.1303, 0.0912, 0.0443], [0.1157, -0.1854, 0.1446], [0.0314, -0.0926, 0.1923], [0.3987, 0.1317, -0.1092], [-1.2050, -1.1636, -0.3561], [0.1567, 0.1078, 0.0831], [0.0012, 0.4857, -0.4226], [0.0008, -0.1393, 0.0268], [0.1916, -0.3778, 0.0801], [0.4816, 0.7014, 0.1727], [0.0399, -0.1781, 0.1385], [-0.0847, 0.1260, -0.2652], [0.0540, 0.3959, 0.1926], [-0.0940, 0.1906, -0.0707], [0.7731, 0.1970, -0.3620], [1.0452, -1.2063, 1.2742], [0.4295, -0.1654, 0.1224], [-0.9202, -0.4788, -1.9799], [0.2549, 1.0690, -0.6834], [-0.0349, 0.1109, 0.0759], [-0.9236, -0.1676, -1.9142], [0.1147, -0.0157, -0.0975], [3.0603, -3.4528, -1.0805], [-1.7048, 1.1322, -0.7454], [-0.2102, -0.0878, -0.0924], [0.5772, 0.0139, 0.1944], [3.3753, -0.0012, -3.2716], [0.9569, -1.9479, -0.8677], [0.0814, 0.3213, -0.3797], [0.0882, 0.2213, -0.1600], [-0.1740, 0.0485, -0.2782], [1.9951, 1.5226, -0.0807], [0.0641, -0.4171, 0.6552], [-0.3520, 0.2119, 0.0522], [-0.8853, 0.4785, 0.8651], [0.0825, 0.0842, 0.2960], [-5.6584, -0.6342, 5.3892], [-0.3001, -0.1472, -0.0105], [-1.4704, 0.9030, -1.5377], [-0.0956, -0.0472, -0.1313], [0.2679, 0.1997, -0.0977], [-0.1543, -0.0210, -0.1158], [1.4499, -1.4039, -0.0943], [0.6220, 0.2029, 0.4513], [-5.6694, 5.6840, 1.5022], [-0.2048, 0.0862, 0.0903], [0.3123, 0.0770, -0.0426], [0.0390, 0.1131, 0.0428], [2.0605, -0.0777, -0.8683], [-0.0235, 0.0736, 0.0401], [-0.0795, -0.4798, -0.5249], [-0.0054, 0.1651, 0.0535], [0.0090, -0.1403, -0.1202], [0.2970, 0.1693, -0.1136], [-0.1770, -0.0299, -0.5440], [0.7734, -0.3064, 0.2014], [-0.6990, 0.1288, 2.4221], [-0.2041, -0.0553, 0.2267], [-0.6575, 1.4606, 0.0464], [-0.0571, 0.2770, -0.1605]]
}

(3)
{
  "formula": "C17H50N4O8",
  "method": "ωB97M-V with the def2-TZVPD basis set",
  "energy_ev": -40781.369,
  "molar_mass_g_mol": 438.61,
  "lumo_energy_ev": 0.447,
  "homo_ev": -9.56,
  "smiles": "NC(N)=O.NC(N)=O.CC(C)O.CC(C)O.CC(C)O.CC(C)O.CC(C)O.O",
  "gap_ev": 10.005,
  "species": ["H", "O", "H", "H", "O", "H", "C", "C", "H", "O", "H", "C", "H", "H", "C", "H", "O", "H", "H", "H", "H", "H", "H", "H", "O", "H", "H", "H", "H", "C", "H", "H", "C", "H", "H", "C", "H", "C", "H", "O", "H", "C", "H", "O", "N", "H", "H", "H", "H", "H", "H", "C", "C", "N", "H", "H", "C", "H", "H", "H", "H", "H", "H", "N", "O", "H", "C", "C", "H", "N", "H", "H", "H", "C", "H", "C", "C", "H", "H"],
  "xyz": [[-3.195, 0.406, -0.235], [-2.918, -1.062, 3.153], [-0.341, -3.107, -0.020], [-1.630, -0.443, 5.133], [-2.174, -4.743, 0.628], [-0.475, -3.095, 3.193], [1.372, -1.031, -3.777], [-3.221, 6.019, 2.992], [6.649, -1.995, -0.843], [-3.938, 4.866, 3.418], [-0.825, -1.821, -4.909], [-1.900, -1.645, 3.553], [6.035, 0.442, -2.398], [0.403, -4.119, -1.345], [-3.474, 6.108, 1.498], [1.344, 0.441, 0.291], [7.455, -1.809, -1.345], [8.093, -1.668, -3.254], [-3.596, -0.247, 1.374], [7.172, 0.486, -3.808], [5.073, -1.597, -2.508], [0.847, -1.200, 0.485], [1.046, -1.068, 2.848], [-1.605, -4.502, -2.664], [-3.219, 2.788, 0.203], [-3.023, 7.003, 1.058], [-0.539, -1.762, 5.200], [-0.292, 0.047, 0.844], [-1.494, 5.697, 4.378], [-0.739, -0.731, -5.064], [3.057, 1.108, 1.935], [0.331, -4.758, 0.435], [1.295, -0.147, 2.289], [-4.556, 6.218, 1.398], [0.922, -1.961, -3.713], [-1.511, -4.950, -0.631], [-1.226, 0.403, -2.612], [-0.208, -4.176, -0.403], [1.763, -0.807, -2.725], [-2.542, 1.653, -2.179], [-2.438, -3.308, -1.699], [2.811, 0.135, 2.368], [5.772, -1.872, -4.235], [-0.586, -0.312, -2.734], [-3.368, 2.184, 2.396], [-3.040, -5.225, 0.683], [-1.368, 7.003, 3.196], [0.391, 0.871, -4.058], [-3.645, 6.871, 3.435], [-1.370, -6.021, -0.668], [-1.755, -3.052, 2.086], [0.181, -0.162, -4.009], [-1.757, 6.013, 3.350], [-3.515, 0.568, 0.730], [-3.280, -4.851, -2.044], [-3.349, 1.376, 3.033], [-2.285, -4.399, -1.810], [-0.354, -0.607, -6.064], [-2.972, 2.223, -2.842], [7.696, 0.738, -1.986], [3.388, -0.669, 1.796], [-3.058, 5.283, 0.945], [-1.219, 5.301, 2.758], [-1.365, -1.345, 4.782], [0.770, 0.963, 3.109], [2.094, -0.995, -4.563], [5.896, -2.054, -3.152], [0.726, -0.189, 0.898], [3.146, 0.108, 3.471], [-1.314, -2.612, 2.863], [0.061, 1.337, 2.620], [-1.698, -0.241, -4.918], [-3.885, 4.791, 4.373], [7.060, 0.222, -2.717], [-2.809, 2.104, -1.344], [-3.410, 1.901, 1.062], [7.218, -1.342, -2.613], [5.881, -3.134, -2.981], [-3.465, 3.155, 2.611]],
  "atomic_forces_ev_per_a": [[-0.5376, -0.2455, 0.8555], [0.5189, 0.0062, 0.1157], [-0.2871, -1.5013, -0.6749], [-0.0170, 0.0287, 0.1125], [-1.7153, -0.3363, 0.6420], [-0.7064, 0.5009, -0.0804], [0.5447, 1.7811, 2.0255], [0.5820, -0.7135, -0.7864], [0.0891, 0.2329, -0.4133], [0.0072, -0.3482, 0.0802], [-0.2108, 0.4937, 0.1233], [-1.0397, 0.8496, 0.7803], [0.0161, 0.1722, -0.2172], [-0.3717, -0.1855, 1.0311], [-0.0491, 0.9551, 0.1979], [-0.0681, 0.6784, -0.6694], [0.7105, -0.3019, 1.8390], [-0.8083, 0.3428, 0.7396], [0.3544, 1.3473, -0.4277], [0.1169, 0.1971, 1.3190], [0.6155, -0.5495, -1.1859], [-0.0529, 0.1744, 0.1074], [0.1709, 0.2611, -0.2641], [-0.4195, -0.1112, -0.1959], [-0.5035, -0.6942, 0.3414], [-0.0047, 0.0767, 0.2808], [-0.3486, 0.1300, -0.5858], [-1.5906, 0.5284, -0.0673], [-0.6145, 0.3939, -0.1546], [0.1823, -0.0311, 0.1148], [-0.1641, -0.1165, 0.0940], [-0.3760, 1.0118, -1.4184], [0.5926, 1.0172, 1.8716], [0.0830, -0.3405, -0.4452], [-0.3218, -2.3446, 0.1148], [-0.5346, 1.2360, 1.0201], [-0.0228, 0.1877, -0.2052], [1.2253, -0.2878, 0.6416], [-0.0312, -0.1619, -1.6729], [-0.5433, 0.6453, -0.4819], [0.0602, -0.4871, 0.1368], [0.6949, -1.8429, 0.4796], [-0.3191, 0.1089, 0.5884], [0.8861, -0.2509, -0.5726], [-0.1492, -1.5626, -0.9096], [1.2616, 0.6330, -0.3302], [0.3722, 0.4075, -0.1329], [0.3675, 1.2510, -0.7004], [-0.8584, 1.2901, 0.7964], [0.4905, -0.3235, -0.6314], [-0.5296, -0.1187, -0.5748], [-1.8551, -1.1680, 2.2408], [0.2727, -0.7200, 0.7753], [0.1848, -0.1305, -0.9737], [0.9047, 0.0436, 0.3410], [-0.2012, 1.0484, -0.2442], [-0.1906, 0.4803, -0.4877], [0.0165, 0.2998, -0.5324], [0.3314, -0.5401, 0.2111], [0.2909, -0.1059, -0.7126], [-0.5784, 0.9731, 0.7585], [-0.2023, -0.6261, -0.0547], [0.3778, -0.3128, -0.7385], [0.1543, 0.0839, 0.1636], [0.6682, -1.2135, -0.1628], [0.6639, 0.0480, -0.3480], [0.4190, 1.3795, 0.7475], [1.8864, -1.1589, 0.1575], [-0.4828, 0.0919, -1.7720], [1.8507, -1.4700, -0.0870], [-1.1649, 0.6498, -0.5536], [-0.1888, -0.1885, -0.4601], [0.0385, 0.0366, 0.2122], [-0.4899, -1.3956, -0.3140], [0.1905, 0.0619, 0.2820], [1.1043, -0.5571, 0.4709], [-1.0005, -0.2247, -2.4031], [0.3398, 0.1476, 0.0126], [-0.0863, 0.3836, 0.8206]]
}